Record 1
Entry from the Open Molecules 2025 dataset: a single C4H11NO2 molecule (ωB97M-V with the def2-TZVPD basis set).

Each line ends with the natural charge from an NBO analysis.
Cartesian coordinates (Å):
C (1.422, 1.553, -0.118)  -0.627
C (-0.003, 1.115, -0.415)  0.091
O (-0.877, 1.630, 0.599)  -0.739
C (-0.139, -0.385, -0.465)  -0.093
N (-1.444, -0.773, -0.995)  -0.843
C (0.077, -1.085, 0.893)  -0.079
O (-0.076, -2.485, 0.653)  -0.734
H (1.502, 2.625, 0.044)  0.221
H (2.056, 1.314, -0.977)  0.212
H (1.775, 1.082, 0.807)  0.204
H (-0.330, 1.548, -1.366)  0.175
H (-1.683, 1.905, 0.156)  0.477
H (0.571, -0.844, -1.146)  0.194
H (-1.361, -1.550, -1.632)  0.367
H (-2.100, -1.085, -0.289)  0.360
H (1.033, -0.886, 1.337)  0.169
H (-0.750, -0.723, 1.520)  0.171
H (0.329, -2.956, 1.393)  0.471

net charge	0
SMILES	C[C@H](O)[C@H](N)CO
electronic energy	-364.2238	hartree
energy above the lowest of the compared OMol25 structures with the same formula, charge and spin	116.4	kJ/mol
HOMO level	-0.338	hartree

=====

Record 2
Entry from the Open Molecules 2025 dataset: a 2-piece molecular cluster, C4H11NO2 overall (ωB97M-V with the def2-TZVPD basis set).

Each line ends with the natural charge from an NBO analysis.
Cartesian coordinates (Å):
C (2.462, -0.347, -1.651)  -0.638
C (1.769, 0.514, -0.508)  -0.221
N (0.504, 1.162, -0.585)  -0.626
C (-0.730, 0.479, -0.006)  -0.327
C (-0.918, -0.885, -0.701)  0.438
O (-0.460, -1.107, -1.768)  -0.512
H (2.736, -1.408, -1.531)  0.216
H (1.959, -0.294, -2.598)  0.214
H (3.430, 0.194, -1.821)  0.194
H (1.667, -0.241, 0.340)  0.173
H (2.632, 1.120, -0.214)  0.186
H (0.367, 1.417, -1.589)  0.361
H (-1.630, 1.143, -0.153)  0.226
H (-0.533, 0.399, 1.020)  0.218
H (-1.459, -1.662, 0.005)  0.095
O (-2.384, 0.095, 4.114)  -0.928
H (-3.239, 0.464, 4.024)  0.463
H (-2.206, 0.275, 5.039)  0.466

net charge	0
SMILES	CCNCC=O.O
electronic energy	-364.1715	hartree
energy above the lowest of the compared OMol25 structures with the same formula, charge and spin	253.9	kJ/mol
HOMO level	-0.318	hartree

=====

Record 3
Entry from the Open Molecules 2025 dataset: a single C4H11NO2 molecule (ωB97M-V with the def2-TZVPD basis set).

Each line ends with the natural charge from an NBO analysis.
Cartesian coordinates (Å):
C (1.509, 0.211, 2.325)  -0.609
C (1.311, 0.135, 0.760)  0.084
O (1.604, 1.391, 0.184)  -0.716
C (-0.054, -0.391, 0.327)  -0.239
N (-0.447, -0.596, -1.117)  -0.661
C (-1.656, -0.575, -1.788)  0.090
O (-2.206, 0.806, -1.960)  -0.762
H (1.272, -0.718, 2.711)  0.203
H (2.657, 0.533, 2.593)  0.224
H (0.815, 1.006, 2.600)  0.212
H (2.090, -0.458, 0.269)  0.165
H (0.678, 1.673, -0.147)  0.472
H (-0.340, -1.275, 0.794)  0.197
H (-0.830, 0.360, 0.766)  0.178
H (0.381, -0.589, -1.682)  0.373
H (-2.273, -1.252, -1.188)  0.150
H (-1.675, -1.096, -2.781)  0.175
H (-2.836, 0.838, -2.665)  0.465

net charge	0
SMILES	C[C@H](O)CNCO
electronic energy	-364.1648	hartree
energy above the lowest of the compared OMol25 structures with the same formula, charge and spin	271.5	kJ/mol
HOMO level	-0.334	hartree